The following is a quantum chemistry calculation of a 3-piece molecular cluster, C14H33BIO3 overall in a non-equilibrium geometry, from the Open Molecules 2025 dataset.

CARTESIAN COORDINATES (ANGSTROEM)
C 3.26 2.31 0.66
C 3.64 1.25 1.70
B 2.63 0.00 1.73
O 3.34 -1.21 1.90
C 1.10 0.07 1.60
C 0.54 1.20 2.46
C -0.95 1.45 2.18
C -1.43 1.31 0.74
I -1.47 3.49 2.86
H 2.43 2.93 0.99
H 2.97 1.85 -0.29
H 4.10 2.99 0.45
H 3.69 1.73 2.69
H 4.66 0.89 1.50
H 2.86 -1.94 1.49
H 0.88 0.26 0.53
H 1.07 2.17 2.45
H 0.59 0.88 3.51
H -1.56 0.85 2.85
H -2.25 1.99 0.52
H -0.63 1.51 0.04
H -1.79 0.29 0.58
C -1.69 4.25 -2.42
C -0.51 3.36 -2.80
O -0.75 1.98 -2.63
C -1.83 1.43 -3.36
C -1.70 1.57 -4.87
H -1.99 4.07 -1.39
H -1.40 5.30 -2.51
H -2.55 4.09 -3.07
H 0.34 3.57 -2.15
H -0.19 3.58 -3.83
H -2.78 1.86 -3.02
H -1.84 0.38 -3.08
H -1.71 2.62 -5.19
H -2.54 1.07 -5.36
H -0.77 1.12 -5.22
C 0.54 -3.28 0.06
C -0.39 -3.13 1.24
O -1.55 -3.97 1.16
C -1.31 -5.35 1.11
C -0.56 -5.90 2.32
H 0.01 -3.06 -0.87
H 1.34 -2.55 0.17
H 0.97 -4.28 -0.02
H -0.75 -2.10 1.28
H 0.14 -3.29 2.18
H -0.77 -5.63 0.19
H -2.30 -5.81 1.05
H 0.44 -5.49 2.40
H -0.47 -6.99 2.23
H -1.10 -5.67 3.24

Summary:
Maximum force   1.07 eV Å⁻¹
Net charge   -1

***

The following is a quantum chemistry calculation of a 5-piece molecular cluster, C14H33N2O7S2 overall in a non-equilibrium geometry, from the Open Molecules 2025 dataset.

CARTESIAN COORDINATES (ANGSTROEM)
C -3.48 0.22 -0.80
C -3.31 1.52 -0.05
O -4.33 1.81 0.58
N -2.06 2.25 -0.11
H -1.23 1.70 -0.07
H -2.05 2.38 -1.08
C -2.02 3.39 0.86
H -4.14 0.24 -1.66
H -3.88 -0.56 -0.10
H -2.40 -0.11 -1.02
H -0.98 3.75 0.56
H -2.17 3.22 1.88
H -2.72 4.20 0.67
C 1.48 2.60 -2.79
C 0.81 1.58 -3.62
O 1.08 1.37 -4.85
N -0.35 0.89 -2.93
H -0.19 0.83 -1.91
H -0.93 1.72 -3.06
C -1.01 -0.30 -3.64
H 1.80 2.23 -1.84
H 0.88 3.46 -2.57
H 2.56 2.93 -3.32
H -1.28 -0.09 -4.65
H -1.91 -0.32 -3.20
H -0.44 -1.22 -3.63
O 0.08 0.85 -0.49
H 0.46 0.36 0.14
C -2.15 -2.35 2.31
C -1.99 -2.45 3.89
C -1.67 -1.13 4.40
S -1.00 -0.19 3.08
O 0.37 0.07 3.25
O -1.88 0.92 2.85
C -1.15 -1.37 1.82
H -3.13 -2.12 2.34
H -2.25 -3.32 1.88
H -1.01 -3.04 3.84
H -2.92 -2.82 4.16
H -0.99 -1.21 5.16
H -2.59 -0.58 4.66
H -0.17 -1.71 1.50
H -1.52 -0.74 0.98
C 4.59 -2.07 0.35
C 3.88 -0.97 1.02
C 2.72 -0.66 0.36
S 3.07 -0.81 -1.42
O 3.44 0.47 -1.94
O 2.08 -1.69 -2.08
C 4.50 -1.89 -1.21
H 3.96 -3.08 0.37
H 5.67 -2.24 0.67
H 4.63 -0.03 0.90
H 3.60 -1.10 1.87
H 2.18 0.25 0.51
H 1.78 -1.15 0.63
H 5.27 -1.17 -1.73
H 4.40 -2.74 -1.76

Summary:
Maximum force   10.96 eV Å⁻¹
Energy relative to the best compared isomer or geometry (same formula, charge and spin)   31.5 kcal/mol
Net charge   +1

***

The following is a quantum chemistry calculation of a 6-piece molecular cluster, C14H34B2NO23S5 overall in a non-equilibrium geometry, from the Open Molecules 2025 dataset.

CARTESIAN COORDINATES (ANGSTROEM)
C -5.95 2.73 0.83
C -5.32 1.33 0.67
C -3.83 1.44 0.26
C -3.44 0.63 -0.98
O -4.20 0.78 -2.14
B -4.30 2.18 -2.66
N -5.25 2.09 -3.94
B -2.79 2.86 -3.15
O -1.61 2.18 -3.53
O -2.68 4.25 -3.22
H -6.32 3.10 -0.13
H -5.24 3.44 1.26
H -6.81 2.70 1.52
H -5.90 0.78 -0.08
H -5.40 0.85 1.65
H -3.26 1.00 1.09
H -3.52 2.49 0.22
H -3.55 -0.43 -0.68
H -2.36 0.77 -1.15
H -4.88 2.97 -1.89
H -4.67 1.75 -4.70
H -5.44 3.06 -4.20
H -0.89 2.40 -2.93
H -3.56 4.62 -3.04
C 1.04 -2.22 -2.81
C -0.38 -1.74 -3.02
O -0.78 -1.27 -1.73
S 0.46 -0.65 -0.97
O 0.47 0.76 -1.13
O 0.55 -1.25 0.32
O 1.61 -1.26 -1.90
H 1.07 -3.20 -2.34
H 1.62 -2.25 -3.74
H -1.05 -2.53 -3.36
H -0.43 -0.90 -3.72
C 3.49 -5.46 0.08
C 3.50 -6.97 0.13
O 2.45 -7.37 -0.76
S 2.34 -6.32 -1.96
O 3.04 -6.82 -3.08
O 0.99 -5.90 -2.05
O 3.21 -5.15 -1.30
H 2.69 -5.05 0.69
H 4.44 -5.02 0.37
H 3.32 -7.36 1.13
H 4.44 -7.38 -0.25
C 3.27 1.08 1.93
C 1.85 1.54 1.71
O 1.43 2.04 3.00
S 2.67 2.67 3.75
O 2.68 4.08 3.57
O 2.77 2.09 5.05
O 3.83 2.05 2.82
H 3.30 0.10 2.41
H 3.84 1.05 1.00
H 1.20 0.74 1.38
H 1.80 2.37 1.00
C 6.89 -0.51 -2.08
C 5.90 -0.20 -0.97
O 4.89 -1.21 -1.10
S 5.55 -2.57 -1.62
O 5.81 -3.40 -0.50
O 4.83 -3.02 -2.75
O 6.95 -1.95 -2.10
H 6.53 -0.17 -3.05
H 7.88 -0.10 -1.88
H 5.46 0.79 -1.07
H 6.36 -0.29 0.01
C -3.65 3.45 4.92
C -3.51 2.10 5.59
O -2.87 1.28 4.61
S -1.87 2.18 3.73
O -0.55 2.04 4.23
O -2.18 1.95 2.36
O -2.44 3.61 4.17
H -4.49 3.46 4.22
H -3.76 4.26 5.64
H -4.47 1.67 5.87
H -2.86 2.15 6.47

Summary:
Maximum force   1.43 eV Å⁻¹
Net charge   -1

***

The following is a quantum chemistry calculation of a 3-piece molecular cluster, C14H34Cl2N2 overall in a non-equilibrium geometry, from the Open Molecules 2025 dataset.

CARTESIAN COORDINATES (ANGSTROEM)
C -1.93 -0.08 3.05
C -0.71 0.89 3.31
N 0.47 0.44 2.48
C 1.37 1.54 2.22
C 1.64 2.42 3.22
C 1.03 -0.85 2.91
C 1.87 -1.54 1.77
H -1.80 -1.23 3.25
H -2.14 -0.11 1.94
H -2.86 0.45 3.63
H -0.36 0.79 4.38
H -1.04 1.91 3.41
H 0.85 2.31 1.49
H 2.22 1.21 1.51
H 1.10 2.59 4.05
H 1.88 3.32 2.75
H 2.81 2.30 3.71
H 0.20 -1.61 3.27
H 1.69 -0.48 3.90
H 1.38 -2.14 1.10
H 2.47 -1.94 2.32
H 2.45 -0.90 1.10
C 0.50 2.28 -4.62
C -0.13 1.96 -3.31
N 0.49 0.98 -2.44
C 0.16 0.91 -1.04
C -1.08 1.22 -0.54
C 0.41 -0.40 -2.91
C 1.45 -1.37 -2.48
H 0.54 1.41 -5.29
H 1.50 2.14 -4.52
H 0.27 3.27 -5.18
H -1.05 1.77 -3.42
H -0.14 2.78 -2.76
H 0.67 1.87 -0.63
H 0.69 -0.03 -0.58
H -1.78 1.81 -1.11
H -0.98 1.52 0.46
H -1.68 0.43 -0.70
H 0.51 -0.40 -3.98
H -0.74 -0.83 -2.94
H 1.31 -1.56 -1.40
H 2.61 -0.98 -2.52
H 1.48 -2.33 -3.13
Cl -3.22 -2.09 -2.14
C -2.36 -2.41 -0.59
C -2.07 -3.93 -0.70
Cl -1.09 -4.46 0.72
H -3.08 -2.22 0.25
H -1.42 -2.02 -0.70
H -1.39 -4.23 -1.61
H -2.97 -4.36 -0.93

Summary:
Maximum force   10.85 eV Å⁻¹
Energy relative to the best compared isomer or geometry (same formula, charge and spin)   53.2 kcal/mol
SMILES   CCN(CC)CC.CCN(CC)CC.ClCCCl

***

Number 1: molecular weight 387.131 g/mol, HOMO level -1.9 eV, HOMO-LUMO gap 4.6 eV. Number 2: molecular weight 405.559 g/mol, HOMO level -12.5 eV, HOMO-LUMO gap 9.3 eV. Number 3: molecular weight 766.369 g/mol, HOMO level -3.1 eV, HOMO-LUMO gap 4.6 eV. Number 4: molecular weight 301.346 g/mol, HOMO level -8.0 eV, HOMO-LUMO gap 8.8 eV.